{
  "formula": "C42H84F18N3O30S6",
  "method": "ωB97M-V/def2-TZVPD",
  "symbols": ["C", "F", "F", "F", "S", "O", "O", "N", "S", "O", "O", "C", "F", "F", "F", "C", "F", "F", "F", "S", "O", "O", "N", "S", "O", "O", "C", "F", "F", "F", "C", "F", "F", "F", "S", "O", "O", "N", "S", "O", "O", "C", "F", "F", "F", "C", "O", "C", "C", "O", "C", "C", "O", "C", "H", "H", "H", "H", "H", "H", "H", "H", "H", "H", "H", "H", "H", "H", "C", "O", "C", "C", "O", "C", "C", "O", "C", "H", "H", "H", "H", "H", "H", "H", "H", "H", "H", "H", "H", "H", "H", "C", "O", "C", "C", "O", "C", "C", "O", "C", "H", "H", "H", "H", "H", "H", "H", "H", "H", "H", "H", "H", "H", "H", "C", "O", "C", "C", "O", "C", "C", "O", "C", "H", "H", "H", "H", "H", "H", "H", "H", "H", "H", "H", "H", "H", "H", "C", "O", "C", "C", "O", "C", "C", "O", "C", "H", "H", "H", "H", "H", "H", "H", "H", "H", "H", "H", "H", "H", "H", "C", "O", "C", "C", "O", "C", "C", "O", "C", "H", "H", "H", "H", "H", "H", "H", "H", "H", "H", "H", "H", "H", "H"],
  "coordinates": [[8.369, 6.775, -26.005], [7.432, 7.570, -25.490], [9.101, 7.426, -26.907], [9.131, 6.459, -24.956], [7.628, 5.316, -26.942], [6.906, 6.032, -27.984], [8.741, 4.525, -27.409], [6.685, 4.616, -25.701], [5.925, 3.426, -26.394], [5.297, 3.652, -27.663], [6.719, 2.220, -26.365], [4.549, 3.227, -25.151], [3.818, 4.339, -25.095], [3.775, 2.171, -25.500], [4.955, 2.943, -23.910], [7.051, 9.790, -23.155], [7.973, 8.819, -23.122], [7.740, 10.903, -23.460], [6.191, 9.561, -24.125], [6.296, 9.917, -21.406], [7.501, 9.887, -20.599], [5.625, 11.191, -21.631], [5.323, 8.514, -21.360], [3.851, 8.988, -21.403], [3.538, 9.877, -20.285], [3.380, 9.492, -22.669], [2.892, 7.336, -21.053], [3.179, 6.793, -19.873], [1.605, 7.710, -21.000], [3.079, 6.325, -21.906], [9.685, 5.870, -17.462], [9.194, 6.886, -18.139], [10.919, 6.133, -17.039], [8.857, 5.650, -16.443], [9.681, 4.324, -18.577], [10.329, 4.726, -19.799], [10.366, 3.314, -17.794], [7.923, 4.301, -18.802], [7.567, 2.842, -18.350], [8.090, 1.838, -19.242], [7.694, 2.599, -16.914], [5.705, 3.026, -18.759], [5.073, 1.880, -18.431], [5.202, 4.021, -18.048], [5.420, 3.176, -20.046], [11.596, 9.918, -19.286], [11.897, 9.931, -20.673], [10.978, 9.103, -21.369], [11.389, 8.915, -22.841], [11.954, 10.114, -23.401], [11.142, 11.301, -23.443], [11.446, 12.287, -22.352], [12.833, 12.611, -22.465], [13.203, 13.792, -21.786], [11.582, 8.880, -18.931], [10.611, 10.379, -19.179], [12.410, 10.398, -18.743], [9.911, 9.285, -21.216], [11.210, 8.119, -20.938], [10.551, 8.551, -23.439], [12.151, 8.142, -22.903], [10.078, 11.069, -23.503], [11.380, 11.810, -24.378], [11.081, 12.038, -21.352], [10.871, 13.213, -22.508], [12.539, 14.660, -21.837], [14.222, 13.963, -22.127], [13.290, 13.621, -20.703], [3.765, 12.118, -24.864], [4.229, 12.636, -26.089], [5.582, 13.074, -26.005], [5.859, 14.236, -25.060], [4.943, 15.275, -25.217], [4.958, 16.340, -24.293], [3.714, 17.132, -24.628], [2.506, 16.463, -24.437], [1.405, 17.262, -24.102], [4.310, 11.189, -24.673], [2.707, 11.883, -24.991], [3.805, 12.748, -23.969], [5.746, 13.483, -27.008], [6.201, 12.175, -25.974], [6.856, 14.603, -25.360], [6.081, 13.918, -24.033], [5.860, 16.955, -24.222], [4.804, 15.945, -23.280], [3.681, 17.574, -25.637], [3.704, 18.042, -23.999], [0.567, 16.572, -23.998], [1.146, 17.916, -24.943], [1.480, 17.820, -23.165], [-5.566, 4.120, -25.267], [-5.141, 5.305, -24.645], [-5.963, 5.698, -23.581], [-5.311, 6.627, -22.586], [-5.101, 7.864, -23.253], [-4.362, 8.816, -22.488], [-2.871, 8.470, -22.354], [-2.293, 8.587, -23.635], [-1.019, 8.014, -23.724], [-6.617, 4.205, -25.577], [-5.534, 3.212, -24.657], [-5.032, 3.954, -26.199], [-6.282, 4.784, -23.060], [-6.897, 6.195, -23.873], [-4.489, 6.221, -21.990], [-6.059, 6.848, -21.808], [-4.920, 9.070, -21.582], [-4.388, 9.714, -23.108], [-2.726, 7.483, -21.912], [-2.444, 9.276, -21.748], [-0.296, 8.543, -23.083], [-0.655, 7.952, -24.743], [-1.003, 7.047, -23.197], [-1.463, -0.727, -23.551], [-0.200, -0.513, -23.021], [0.857, -0.095, -23.871], [1.994, 0.577, -23.094], [1.576, 1.680, -22.313], [1.462, 2.862, -23.105], [0.867, 3.932, -22.221], [-0.578, 3.914, -22.201], [-1.040, 4.206, -20.892], [-1.869, 0.130, -24.109], [-2.176, -1.022, -22.788], [-1.428, -1.459, -24.375], [0.534, 0.619, -24.639], [1.150, -1.025, -24.369], [2.794, 0.913, -23.752], [2.329, -0.195, -22.399], [0.872, 2.766, -24.017], [2.441, 3.299, -23.315], [1.054, 4.985, -22.450], [1.335, 3.807, -21.239], [-0.974, 5.260, -20.591], [-0.469, 3.706, -20.107], [-2.103, 3.975, -20.817], [4.670, 4.287, -14.854], [4.362, 5.342, -15.710], [3.845, 6.519, -15.095], [3.077, 7.384, -16.123], [3.930, 8.049, -17.013], [4.213, 9.336, -16.517], [5.242, 10.155, -17.321], [6.523, 9.562, -17.398], [7.233, 9.371, -16.202], [5.704, 4.379, -14.510], [4.480, 3.346, -15.372], [3.983, 4.239, -13.993], [4.594, 7.067, -14.518], [3.111, 6.071, -14.410], [2.448, 8.085, -15.560], [2.349, 6.707, -16.573], [4.602, 9.252, -15.492], [3.271, 9.897, -16.478], [5.320, 11.171, -16.917], [4.977, 10.107, -18.378], [7.340, 10.338, -15.693], [8.215, 8.943, -16.390], [6.754, 8.669, -15.509], [-1.313, 16.329, -21.496], [-1.050, 16.803, -20.206], [-0.079, 17.817, -20.174], [1.020, 17.643, -19.114], [1.708, 16.418, -19.309], [2.646, 16.161, -18.269], [3.225, 14.765, -18.358], [3.764, 14.581, -19.655], [4.575, 13.430, -19.756], [-0.966, 15.294, -21.559], [-0.910, 16.842, -22.377], [-2.372, 16.383, -21.784], [-0.514, 18.808, -19.989], [0.501, 17.993, -21.085], [0.599, 17.738, -18.110], [1.753, 18.424, -19.341], [2.083, 16.298, -17.340], [3.483, 16.857, -18.380], [2.585, 13.937, -18.047], [4.083, 14.774, -17.672], [5.183, 13.241, -18.864], [5.278, 13.464, -20.588], [3.941, 12.567, -19.981]],
  "forces_ev_per_a": [[-0.6, -0.7, 0.9], [-0.2, 0.1, -0.9], [0.1, 0.3, 0.1], [0.5, -0.5, -0.4], [-0.7, 1.0, 0.5], [0.1, -0.6, 1.0], [-0.3, 0.0, 0.6], [1.3, 1.7, -2.6], [0.9, -1.8, 0.1], [-0.8, 0.5, 0.0], [-0.6, -0.3, 0.5], [0.3, -0.3, 0.3], [-0.3, -0.2, -0.2], [-0.1, 0.5, -0.5], [0.4, 0.3, -0.1], [0.6, -1.0, 1.0], [-0.1, -0.4, -0.2], [-0.4, 0.6, 0.2], [-0.3, 0.0, 0.0], [0.9, -0.4, -2.5], [-1.6, -0.4, 0.0], [-0.1, -0.7, 1.1], [3.0, 2.0, 0.2], [-2.1, 1.3, 0.8], [-0.4, -1.1, -0.2], [-0.3, -0.9, -0.1], [0.9, 0.1, 0.6], [0.2, 0.6, 0.5], [-0.2, -0.2, -0.5], [-0.3, 0.8, -0.7], [-1.0, -1.7, -1.1], [0.3, 0.8, -0.3], [0.1, 0.3, 0.3], [0.5, 0.1, 0.7], [-1.1, 1.6, -0.5], [-0.4, 0.0, 0.3], [-0.9, 0.4, -0.2], [4.0, 0.0, 0.7], [-1.2, -0.5, 0.4], [-0.4, -0.5, 0.2], [-0.8, -0.1, -1.0], [0.7, -0.9, 0.1], [0.0, -0.2, 0.7], [-0.3, 0.1, -0.1], [0.5, 0.7, -0.2], [0.1, -0.5, -0.8], [0.0, 0.5, 0.0], [1.1, -1.9, 0.0], [-0.1, 1.3, 0.4], [-0.3, 0.2, -0.2], [0.1, -0.9, -0.3], [-0.2, 1.0, 0.2], [-0.7, 0.6, 0.4], [0.7, -1.1, 0.8], [-0.3, 0.0, 0.1], [0.1, 0.1, 0.7], [-0.2, 0.4, -0.1], [0.1, 0.7, 0.1], [-0.9, -0.3, 0.0], [-0.2, 0.1, 0.1], [0.3, 0.3, -0.1], [-0.1, -0.1, 0.3], [0.2, -0.1, -0.1], [0.8, -0.7, 0.1], [-0.1, 0.0, -0.7], [-0.1, 0.0, -0.8], [-0.1, 0.6, -0.1], [-0.1, -0.2, 0.1], [-0.4, -1.1, 0.1], [0.2, 1.1, 0.5], [-1.3, 0.3, -1.7], [2.1, -0.5, 0.4], [-0.1, 0.1, -0.3], [-1.5, -1.2, 0.3], [-0.2, 2.4, 0.1], [0.0, -1.0, 0.7], [-0.3, -0.6, -0.7], [-0.2, 0.0, 0.4], [0.1, -0.1, -0.1], [0.4, 0.4, -0.3], [0.1, 0.0, -0.1], [0.5, 0.3, 0.9], [0.1, 0.0, -0.2], [-0.9, 0.0, 0.3], [0.1, 0.0, -0.7], [0.0, -0.1, 0.1], [0.6, -0.5, -0.2], [0.2, -0.2, 0.3], [0.0, 0.0, 0.1], [0.1, 0.4, 0.1], [0.4, 0.1, 0.0], [-1.0, 0.1, -0.5], [0.4, 0.1, -0.1], [-0.3, -0.8, 0.8], [-0.9, 0.9, 0.2], [0.8, -0.4, 0.4], [0.1, 0.0, -1.3], [-0.7, 1.0, -0.2], [-0.8, -0.2, -0.4], [0.9, -0.4, 1.8], [-0.2, 0.1, 0.0], [0.4, 0.1, 0.4], [0.5, 0.2, 0.2], [0.0, 0.1, 0.3], [0.1, 0.0, -0.6], [0.6, 0.0, -0.8], [-0.3, -0.3, 0.0], [0.4, -0.3, 0.5], [0.0, 0.1, 0.0], [0.3, 0.0, 0.0], [0.2, -0.3, 0.6], [0.1, 0.5, -0.5], [-0.3, 0.0, 0.0], [-0.2, -0.4, -0.7], [0.1, 0.2, -1.9], [0.2, 0.6, 1.4], [-0.6, 0.1, -0.7], [-0.6, -0.8, 0.7], [-0.4, 0.1, -0.8], [0.1, 1.3, 1.0], [-0.8, 0.9, 0.2], [0.2, -0.6, 1.4], [-0.3, 0.4, 0.1], [0.1, 0.5, 0.5], [0.2, -0.1, 0.2], [0.0, -0.6, 0.3], [-0.5, -0.1, 0.0], [0.7, 0.3, -0.3], [0.1, -0.5, -0.2], [0.4, 0.3, 0.1], [0.0, -0.3, -0.1], [0.2, -0.6, -0.4], [0.8, -0.3, -0.7], [-0.4, -0.3, 0.2], [0.2, 0.3, -0.5], [-0.1, -0.5, -0.2], [0.0, -0.4, -0.1], [-0.2, -0.1, 0.4], [-0.1, 0.9, -0.8], [-0.8, -1.3, -0.2], [0.5, -0.9, 1.3], [-0.1, 0.1, -0.4], [0.5, 0.7, 0.3], [0.1, -1.8, -0.6], [0.6, -0.5, 0.3], [-0.4, 0.2, 0.3], [0.0, -0.3, 0.1], [0.5, 0.1, -0.3], [0.1, 0.3, 0.2], [0.2, 0.1, -0.1], [-0.3, 0.8, 0.5], [0.1, 0.2, 0.1], [0.4, 0.1, -0.8], [-0.2, 0.0, 0.1], [0.1, 0.2, 0.0], [-0.3, 0.1, 0.0], [-0.5, 0.7, 0.1], [0.2, 0.0, 0.2], [0.0, 0.2, -0.5], [-0.2, 0.0, 0.0], [-0.7, -1.0, -1.3], [0.5, 1.0, -0.4], [1.2, 0.8, 0.6], [0.0, -0.8, -0.8], [-0.6, -0.1, 0.1], [-0.7, -0.2, -0.7], [1.0, 0.1, -0.5], [0.0, 0.7, 0.3], [-0.1, -1.0, -0.3], [-0.2, 0.0, -0.1], [0.8, 0.5, 0.7], [-0.2, -0.3, 0.8], [-0.4, -0.1, 0.2], [-0.5, -0.8, -0.5], [0.2, -0.1, 0.2], [-0.2, 0.5, 0.5], [0.5, 0.0, 0.4], [0.0, 0.2, 0.3], [-0.4, 0.1, -0.2], [-0.1, -0.1, 0.4], [-0.2, 0.1, 0.2], [-0.2, 0.6, -0.1], [0.1, -0.2, 0.3]],
  "mulliken_charge": [0.66, -0.14, -0.24, -0.22, 0.97, -0.65, -0.67, -0.28, 0.93, -0.66, -0.70, 0.74, -0.21, -0.25, -0.18, 0.32, -0.22, -0.22, -0.16, 0.34, -0.37, -0.26, -0.19, 1.10, -0.65, -0.59, 0.35, -0.23, -0.20, -0.20, 0.60, -0.12, -0.26, -0.23, 0.84, -0.58, -0.60, -0.29, 0.99, -0.67, -0.65, 0.51, -0.27, -0.12, -0.15, -0.65, -0.31, -0.07, -0.51, -0.46, 0.04, -0.33, -0.30, -0.81, 0.21, 0.30, 0.27, 0.13, 0.34, 0.20, 0.37, -0.21, 0.37, 0.23, 0.44, 0.30, 0.25, 0.27, -0.44, -0.46, -0.68, -0.47, -0.20, -0.35, -0.63, -0.22, -0.61, 0.21, 0.31, 0.20, 0.27, 0.44, 0.38, 0.30, 0.36, 0.15, 0.29, 0.44, 0.17, 0.34, 0.16, -0.83, -0.23, -0.57, -0.43, -0.28, -0.85, 0.02, -0.39, -0.49, 0.33, 0.33, 0.27, 0.39, 0.28, 0.31, 0.32, 0.40, 0.29, 0.04, 0.40, 0.34, 0.32, 0.06, -0.77, -0.30, -0.60, -0.33, -0.43, 0.39, -0.70, -0.35, -0.75, 0.30, 0.25, 0.32, 0.34, 0.47, 0.17, 0.33, 0.28, -0.19, 0.22, 0.42, 0.25, 0.33, 0.28, -0.84, -0.09, -0.44, -0.71, -0.09, -0.75, 0.22, 0.03, -0.60, 0.26, 0.21, 0.38, 0.19, 0.42, 0.42, 0.36, 0.41, 0.38, 0.30, -0.51, 0.35, 0.09, 0.10, -0.56, -0.36, 0.19, -0.65, -0.11, -0.64, -0.46, -0.27, -0.68, 0.28, 0.12, 0.34, 0.33, -0.31, 0.35, 0.33, 0.36, 0.24, 0.37, 0.36, 0.22, 0.16, 0.40],
  "e_homo_ev": -3.01,
  "e_lumo_ev": 4.09,
  "total_charge": -3,
  "homo_lumo_gap_ev": 7.099
}

***

{
  "formula": "C7H6O",
  "method": "ωB97M-V/def2-TZVPD",
  "symbols": ["C", "C", "C", "C", "C", "C", "C", "H", "H", "H", "H", "H", "H", "O"],
  "coordinates": [[1.754, -1.455, 0.064], [0.408, -1.229, -0.360], [-0.052, 0.229, -0.346], [-1.292, 0.472, -0.192], [-2.674, -0.068, -0.040], [0.972, 1.244, -0.285], [1.780, 2.171, -0.045], [2.626, -0.800, 0.282], [2.112, -2.460, 0.489], [-0.350, -1.864, -0.495], [-1.427, 1.441, -0.088], [-2.795, -1.248, 0.460], [2.622, 3.015, 0.562], [-3.684, 0.551, -0.005]],
  "forces_ev_per_a": [[-2.5, -2.0, 0.4], [7.4, 4.4, 2.1], [4.6, -4.2, -0.8], [-4.5, -0.1, -0.3], [0.8, -5.2, 2.8], [2.5, 3.7, 1.2], [0.2, -0.4, 1.7], [-1.5, 0.5, -0.7], [-1.1, 1.0, -1.3], [-2.3, -3.0, -0.3], [-0.9, 5.0, 0.4], [0.7, 2.4, -1.7], [-3.3, -3.2, -2.7], [-0.3, 1.3, -0.8]],
  "mulliken_charge": [-0.71, -0.40, 0.71, -0.47, -0.15, -0.49, -0.05, 0.25, 0.21, 0.51, 0.52, 0.14, 0.31, -0.39],
  "e_homo_ev": -9.41,
  "e_lumo_ev": -0.55,
  "total_charge": 0,
  "homo_lumo_gap_ev": 8.858
}

***

Values for relative energy (zero: lowest compared OMol25 entry of this formula, charge and spin), kJ/mol, ordered as above
441.33, 529.59